1.
Entry from the OMol25 dataset: a 2-piece molecular cluster, C3H6N2 overall (ωB97M-V/def2-TZVPD).

XYZ file:
```
11
Properties=species:S:1:pos:R:3:lowdin_charge:R:1
C 0.0799 1.1790 -0.1675 -0.136
C -0.9182 -1.0219 0.0016 -0.117
N -0.1465 0.0767 0.6024 -0.166
C 1.8172 -0.5589 0.4643 -0.205
N 2.7151 -0.0603 -0.0883 -0.048
H -1.0195 1.2243 0.4614 0.203
H 0.1934 1.0784 -1.2464 0.105
H 0.6087 1.9968 0.3131 0.104
H -1.9588 -0.9212 0.3227 0.091
H -0.8358 -1.0447 -1.0866 0.088
H -0.5354 -1.9482 0.4232 0.082
```

The relative energy (zero: lowest compared OMol25 entry of this formula, charge and spin) is 561.9 kJ/mol. Its total energy is -6182.72125 eV.

2.
Entry from the OMol25 dataset: one molecule with the formula C3H6N2 (ωB97M-V/def2-TZVPD).

XYZ file:
```
11
Properties=species:S:1:pos:R:3:lowdin_charge:R:1
H 2.4418 -1.1157 -0.0862 0.015
N 2.4317 -0.1195 -0.0680 0.077
C 1.2550 0.3761 0.0379 -0.306
N 0.0466 -0.2829 0.1009 -0.004
C -1.1815 0.3313 -0.0329 -0.242
C -2.4144 -0.1800 -0.0023 -0.010
H 1.1287 1.4337 0.1267 0.104
H 0.0749 -1.3093 -0.0217 0.160
H -1.0606 1.4205 -0.0955 0.112
H -3.2538 0.4806 -0.1513 0.040
H -2.6330 -1.2570 -0.0179 0.055
```

The SMILES is [H]/N=C\NC=C. The relative energy (zero: lowest compared OMol25 entry of this formula, charge and spin) is 100.6 kJ/mol. Its total energy is -6187.50179 eV.

3.
Entry from the OMol25 dataset: one molecule with the formula C3H6N2 (ωB97M-V/def2-TZVPD).

XYZ file:
```
11
Properties=species:S:1:pos:R:3:lowdin_charge:R:1
C -0.7138 0.6021 0.9148 -0.055
C -0.0754 0.0794 -0.3951 -0.432
N 1.3685 0.2775 -0.3313 0.026
C -0.4471 -1.3384 -0.6583 -0.193
N -0.6990 -2.4542 -0.8395 0.137
H -1.2604 -0.1743 1.4554 0.074
H 0.0950 0.9672 1.5562 0.074
H -1.3808 1.4453 0.7138 0.073
H -0.4602 0.6446 -1.2523 0.137
H 1.7859 0.4875 -1.2287 0.075
H 1.8218 -0.5382 0.0655 0.083
```

The SMILES is C[C@@H](N)C#N. The relative energy (zero: lowest compared OMol25 entry of this formula, charge and spin) is 60.8 kJ/mol. Its total energy is -6187.91427 eV.

4.
Entry from the OMol25 dataset: C3H6N2 as an isolated structure (ωB97M-V/def2-TZVPD).

XYZ file:
```
11
Properties=species:S:1:pos:R:3:lowdin_charge:R:1
C -1.6551 1.1504 -0.8177 -0.054
C -0.2334 0.8237 -1.2413 -0.154
C -1.2092 1.3643 0.4656 -0.005
N 0.2632 1.1917 -0.1173 0.027
N 1.5064 -1.5659 0.5343 -0.025
H -2.6096 1.0551 -1.3643 0.083
H 0.2808 0.3736 -2.0040 0.073
H 1.1904 -1.8738 -0.3819 -0.016
H -1.4106 1.9237 1.3471 0.074
H 2.3106 -1.9462 1.0308 -0.003
H 1.4032 -0.4875 0.4767 -0.001
```

The relative energy (zero: lowest compared OMol25 entry of this formula, charge and spin) is 467.0 kJ/mol. Its total energy is -6183.70432 eV.

5.
Entry from the OMol25 dataset: one molecule with the formula C3H6N2 (ωB97M-V/def2-TZVPD).

XYZ file:
```
11
Properties=species:S:1:pos:R:3:lowdin_charge:R:1
H 1.2315 0.5702 2.9726 0.020
N 1.3158 0.2177 2.0360 0.064
N 0.2995 0.5108 1.1789 -0.011
C 0.3536 -0.3168 0.0521 -0.343
C -1.0454 -0.5057 -0.6116 -0.094
C -0.0436 0.4582 -1.2181 -0.097
H 1.0061 -1.2490 -0.0219 0.151
H -1.8998 -0.1160 -0.1629 0.069
H -1.3054 -1.4280 -1.0842 0.088
H 0.2700 0.4169 -2.2237 0.085
H -0.1823 1.4417 -0.9172 0.067
```

The SMILES is [H]/N=N/C1CC1. The relative energy (zero: lowest compared OMol25 entry of this formula, charge and spin) is 336.3 kJ/mol. Its total energy is -6185.05966 eV.

6.
Entry from the OMol25 dataset: one molecule with the formula C3H6N2 (ωB97M-V/def2-TZVPD).

XYZ file:
```
11
Properties=species:S:1:pos:R:3:lowdin_charge:R:1
C 0.9117 1.0837 -0.0095 -0.072
C 0.1682 -0.1896 0.0692 -0.450
N 0.7853 -1.4217 -0.0444 0.077
C -1.1474 0.0900 -0.0498 -0.176
N -2.3271 -0.2922 -0.0091 0.119
H -0.1446 1.7053 -0.1003 0.129
H 1.7110 1.0832 -0.7521 0.081
H 1.2641 1.4345 0.9594 0.058
H 0.1595 -2.2147 -0.0314 0.086
H 1.6407 -1.5364 0.4803 0.088
H -3.0214 0.2580 -0.5123 0.061
```

The SMILES is CC(N)=C=N. The relative energy (zero: lowest compared OMol25 entry of this formula, charge and spin) is 361.0 kJ/mol. Its total energy is -6184.80294 eV.

7.
Entry from the OMol25 dataset: one molecule with the formula C3H6N2 (ωB97M-V/def2-TZVPD).

XYZ file:
```
11
Properties=species:S:1:pos:R:3:lowdin_charge:R:1
C 1.2541 -0.0788 0.2110 -0.090
C -0.1328 -0.0803 -0.3793 -0.428
N -0.9963 -1.0478 0.1439 0.045
C -1.1198 2.2069 -0.5903 -0.037
N -0.6648 1.4098 0.1656 -0.064
H 1.8591 0.7140 -0.2404 0.083
H 1.1818 0.1154 1.2862 0.080
H 1.7300 -1.0441 0.0481 0.079
H -0.0993 -0.1996 -1.4950 0.147
H -1.9092 -1.0641 -0.2963 0.091
H -1.1027 -0.9313 1.1464 0.092
```

The relative energy (zero: lowest compared OMol25 entry of this formula, charge and spin) is 185.1 kJ/mol. Its total energy is -6186.62598 eV.

8.
Entry from the OMol25 dataset: one molecule with the formula C3H6N2 (ωB97M-V/def2-TZVPD).

XYZ file:
```
11
Properties=species:S:1:pos:R:3:lowdin_charge:R:1
C 2.3425 -0.1716 -0.1005 -0.034
N 1.0562 -0.3283 0.2787 -0.052
N 0.4371 1.0223 0.1744 -0.009
C -0.7974 0.7421 -0.0571 -0.220
C -1.6829 -0.5063 -0.0144 -0.064
H 2.9290 -1.0038 -0.1361 0.001
H 2.9502 0.8749 -0.1964 0.115
H -1.3514 1.6738 -0.0937 0.092
H -1.2410 -1.4789 -0.0343 0.053
H -2.3385 -0.3733 -0.7569 0.012
H -2.3040 -0.4508 0.9363 0.106
```

The SMILES is C=N/N=C\C. The relative energy (zero: lowest compared OMol25 entry of this formula, charge and spin) is 299.5 kJ/mol. Its total energy is -6185.44104 eV.

9.
Entry from the OMol25 dataset: one molecule with the formula C3H6N2 (ωB97M-V/def2-TZVPD).

XYZ file:
```
11
Properties=species:S:1:pos:R:3:lowdin_charge:R:1
H -2.3399 0.9638 -0.3697 0.062
N -2.2280 0.9848 0.6944 0.081
C -1.0947 0.2880 0.7268 -0.231
N -0.2384 0.0431 -0.4381 -0.122
C 0.6572 -0.9583 -0.1681 -0.261
C 1.1750 0.3327 -0.5777 -0.138
H -0.6818 0.1511 1.7075 0.095
H 0.7235 -1.7105 -1.0559 0.136
H 0.7387 -1.3321 0.8689 0.115
H 1.6388 0.8466 0.2830 0.109
H 1.6496 0.3908 -1.6710 0.154
```

The SMILES is [H]/N=C\N1CC1. The relative energy (zero: lowest compared OMol25 entry of this formula, charge and spin) is 308.6 kJ/mol. Its total energy is -6185.34683 eV.

10.
Entry from the OMol25 dataset: a 2-piece molecular cluster, C3H6N2O overall (ωB97M-V/def2-TZVPD).

XYZ file:
```
12
Properties=species:S:1:pos:R:3:lowdin_spin:R:1
C -1.2993 0.4431 -0.7297 0.135
C -2.2861 -0.0672 0.1592 0.013
N -1.7276 -1.0205 0.9884 0.001
C -0.4405 -1.2265 0.5391 0.083
N -0.1564 -0.3015 -0.5040 0.041
H -1.4790 1.0586 -1.5898 0.034
H -3.3084 0.3023 0.3806 0.003
H 0.2559 -1.8367 0.9620 0.023
H 0.6349 -0.2582 -1.1208 0.093
H 3.2403 1.4094 -0.3535 0.117
H 3.2363 0.8319 1.1236 0.118
O 3.3297 0.6653 0.1449 0.339
```

Its spin multiplicity is 2. As for the charge: -1. The relative energy (zero: lowest compared OMol25 entry of this formula, charge and spin) is 103.7 kJ/mol. Its total energy is -8234.16140 eV.

11.
Entry from the OMol25 dataset: C3H6N2O as an isolated structure (ωB97M-V/def2-TZVPD).

XYZ file:
```
12
Properties=species:S:1:pos:R:3:lowdin_charge:R:1
N -0.2008 0.3326 1.6033 0.020
C 0.7470 0.6037 0.6382 -0.138
C 0.0329 -0.7666 -1.1083 -0.225
O -1.1206 -1.1582 -0.4848 -0.061
C -0.2162 0.3662 -1.9650 -0.275
N -0.3332 1.2512 -2.7099 0.135
H 0.0082 -0.4469 2.2117 0.095
H -1.1512 0.2846 1.2522 0.090
H 0.5772 1.5207 0.0768 0.095
H 1.7753 0.5059 0.9941 0.110
H 0.8772 -0.4135 -0.2845 0.048
H -0.9958 -2.0797 -0.2238 0.107
```

The relative energy (zero: lowest compared OMol25 entry of this formula, charge and spin) is 455.0 kJ/mol. Its total energy is -8231.98320 eV.

12.
Entry from the OMol25 dataset: one molecule with the formula C3H6N2O (ωB97M-V/def2-TZVPD).

XYZ file:
```
12
Properties=species:S:1:pos:R:3:lowdin_charge:R:1
C 2.1274 -0.6369 -0.0148 -0.141
N 0.9392 0.1772 0.0151 -0.185
N -0.2748 -0.2739 0.1376 0.046
C -1.2766 0.5720 0.0970 -0.138
C -2.6386 0.0866 -0.0083 -0.315
O -2.9751 -1.0680 0.0075 0.037
H 2.9962 0.0475 -0.7042 0.140
H 1.8209 -1.7026 -0.5328 0.114
H 2.6047 -0.9024 1.1382 0.117
H 1.1176 1.1638 0.0424 0.118
H -1.0698 1.6435 -0.0594 0.104
H -3.3710 0.8931 -0.1184 0.102
```

The SMILES is CN/N=C/C=O. The relative energy (zero: lowest compared OMol25 entry of this formula, charge and spin) is 380.1 kJ/mol. Its total energy is -8232.75888 eV.

13.
Entry from the OMol25 dataset: a 2-piece molecular cluster, C3H6N2O overall (ωB97M-V/def2-TZVPD).

XYZ file:
```
12
Properties=species:S:1:pos:R:3:lowdin_charge:R:1
O -2.0336 -1.1895 -0.8587 0.127
C -0.9888 -0.8561 -0.4436 -0.189
C 0.1826 -0.8054 0.1556 -0.293
C 1.5341 -1.3346 0.0264 -0.127
N 1.2889 0.1043 0.2731 0.019
H 1.9407 -1.5746 -0.9541 0.103
H 1.9323 -1.9337 0.8437 0.100
H 1.4614 0.3046 1.2598 0.093
N -1.3215 1.5597 -0.1021 0.045
H -2.0980 1.9389 -0.6330 0.042
H -0.4505 1.9622 -0.4367 0.036
H -1.4477 1.8242 0.8696 0.043
```

The SMILES is O=C=C1CN1.N. The relative energy (zero: lowest compared OMol25 entry of this formula, charge and spin) is 350.6 kJ/mol. Its total energy is -8233.06535 eV.

14.
Entry from the OMol25 dataset: C3H6N2O as an isolated structure (ωB97M-V/def2-TZVPD).

XYZ file:
```
12
Properties=species:S:1:pos:R:3:lowdin_charge:R:1
O -0.4191 1.6090 2.2058 0.048
C -0.1810 0.9474 1.1912 -0.713
N -0.6931 -0.2948 0.8880 0.054
C -0.4823 -0.7907 -0.4574 -0.223
C 0.8523 -0.2294 -0.9040 -0.045
N 0.6897 1.5866 0.3976 0.233
H -1.5665 -0.4962 1.3534 0.143
H -1.2796 -0.4734 -1.1462 0.122
H -0.4496 -1.8871 -0.4635 0.121
H 1.6878 -0.5449 -0.2858 0.101
H 1.0757 -0.3594 -1.9678 0.107
H 0.7656 0.9329 -0.8116 0.052
```

The relative energy (zero: lowest compared OMol25 entry of this formula, charge and spin) is 408.0 kJ/mol. Its total energy is -8232.46970 eV.

15.
Entry from the OMol25 dataset: one molecule with the formula C3H6N2O (ωB97M-V/def2-TZVPD).

XYZ file:
```
12
Properties=species:S:1:pos:R:3:lowdin_charge:R:1
C 1.6560 -0.2584 0.6645 0.028
C 1.4700 0.8754 -0.0166 -0.049
C -0.5912 -0.2559 -0.8462 -0.251
N -2.2777 0.1901 0.8052 0.010
N -1.7123 -0.4448 -0.2290 -0.127
O 0.1107 0.9059 -0.6830 -0.090
H 2.5837 -0.3663 1.2203 0.064
H 2.0372 1.6794 -0.2840 0.078
H -0.4412 -0.8062 -1.7407 0.123
H 1.0511 -1.0995 0.5268 0.038
H -1.5436 0.6869 1.2988 0.011
H -2.3427 -1.1067 -0.7162 0.165
```

The relative energy (zero: lowest compared OMol25 entry of this formula, charge and spin) is 489.6 kJ/mol. Its total energy is -8231.62456 eV.

16.
Entry from the OMol25 dataset: one molecule with the formula C3H6N2O (ωB97M-V/def2-TZVPD).

XYZ file:
```
12
Properties=species:S:1:pos:R:3:lowdin_charge:R:1
N -0.5278 -2.0881 -2.2276 0.144
C -0.3851 -1.1539 -1.5526 -0.163
C -0.2457 0.0711 -0.6882 -0.377
N -1.2883 0.2263 0.3279 0.000
C 0.9805 0.0823 0.2737 -0.088
O 0.7099 0.9423 1.5583 -0.129
H -0.2403 0.9078 -1.4090 0.137
H -1.5289 -0.7201 0.6231 0.073
H -0.7161 0.7083 1.1488 0.060
H 1.0859 -0.9449 0.6554 0.129
H 1.8923 0.5184 -0.0890 0.105
H 0.7924 1.9164 1.4578 0.110
```

The SMILES is N#C[C@@H](N)CO. The relative energy (zero: lowest compared OMol25 entry of this formula, charge and spin) is 274.9 kJ/mol. Its total energy is -8233.84952 eV.

17.
Entry from the OMol25 dataset: one molecule with the formula C3H6N2O (ωB97M-V/def2-TZVPD).

XYZ file:
```
12
Properties=species:S:1:pos:R:3:lowdin_charge:R:1
C 1.0980 -0.9365 -0.6890 -0.228
C -1.1114 -0.8407 0.1944 -0.153
C -1.2821 0.5136 0.9075 -0.067
N -0.1089 -1.3039 -0.4496 0.065
N 1.4989 1.3629 -0.5495 0.043
O 1.8541 0.1401 -0.7957 -0.111
H 1.7213 -1.7600 -0.8486 0.106
H -2.0365 -1.3771 0.0698 0.096
H -0.3505 1.1397 0.9218 0.057
H -1.5818 0.2589 1.9167 0.063
H -2.0358 0.9977 0.2965 0.069
H 2.3346 1.8052 -0.9744 0.060
```

The relative energy (zero: lowest compared OMol25 entry of this formula, charge and spin) is 573.9 kJ/mol. Its total energy is -8230.75042 eV.

18.
Entry from the OMol25 dataset: a 2-piece molecular cluster, C3H6N2O overall (ωB97M-V/def2-TZVPD).

XYZ file:
```
12
Properties=species:S:1:pos:R:3:lowdin_charge:R:1
C -0.0504 1.9546 -0.4279 0.026
C 0.7027 1.2993 0.4121 -0.186
N 1.3612 0.7423 1.2997 0.006
O 2.0969 -0.3639 0.8390 -0.082
H -1.0708 1.6216 -0.5849 0.042
H 0.3389 2.8041 -0.9770 0.059
H 2.5548 -0.6490 1.6414 0.093
C -0.8250 -1.6057 -0.3527 -0.121
N -1.8064 -0.8131 -0.2128 0.021
H -0.8099 -2.4596 -1.0400 0.067
H 0.0846 -1.4416 0.2291 0.035
H -2.5766 -1.0891 -0.8261 0.040
```

The SMILES is C=C=NO.C=N. The relative energy (zero: lowest compared OMol25 entry of this formula, charge and spin) is 453.7 kJ/mol. Its total energy is -8231.99669 eV.

19.
Entry from the OMol25 dataset: one molecule with the formula C3H6N2O (ωB97M-V/def2-TZVPD).

XYZ file:
```
12
Properties=species:S:1:pos:R:3:lowdin_charge:R:1
C -1.6240 0.1414 0.0407 -0.221
C -1.2707 1.4055 0.0149 0.119
C -0.8063 -1.1538 -0.2185 -0.191
N 1.1589 0.1215 -0.5521 -0.082
N 2.2228 0.4552 0.1244 -0.012
O 0.5161 -0.8669 0.2409 -0.208
H -2.5859 -0.0958 0.2683 0.039
H -0.2618 1.8631 -0.1136 0.031
H -1.1993 -1.9510 0.5055 0.141
H -0.7917 -1.3162 -1.3719 0.143
H 2.1708 0.1805 1.2190 0.177
H 3.0928 0.4924 -0.3281 0.066
```

The relative energy (zero: lowest compared OMol25 entry of this formula, charge and spin) is 761.5 kJ/mol. Its total energy is -8228.80657 eV.

20.
Entry from the OMol25 dataset: one molecule with the formula C3H6N2O (ωB97M-V/def2-TZVPD).

XYZ file:
```
12
Properties=species:S:1:pos:R:3:lowdin_charge:R:1
C 2.5331 0.1135 0.0465 -0.039
C 1.2678 0.4837 -0.1020 -0.176
C 0.0848 -0.2771 -0.0471 -0.437
O -0.1031 -1.5289 0.3538 0.120
N -0.9278 0.5697 -0.1985 -0.061
N -2.2531 0.0836 -0.0361 0.042
H 3.3381 0.8402 0.0030 0.035
H 2.8236 -0.9200 0.2357 0.048
H -1.0753 -1.6364 0.4216 0.106
H -0.2078 1.4828 -0.2429 0.176
H -2.6966 0.0374 -0.9519 0.092
H -2.7839 0.7514 0.5179 0.093
```

The SMILES is C=C=C(O)NN. The relative energy (zero: lowest compared OMol25 entry of this formula, charge and spin) is 515.2 kJ/mol. Its total energy is -8231.35887 eV.